Density functional theory data (the ωB97M-V functional and the def2-TZVPD basis) for a molecular structure, C26H29CoN5O5S3.

Geometry (Å):
1 Co 0.64 0.10 1.34
2 N 0.61 -0.17 3.46
3 C 2.00 -0.02 3.95
4 C 2.96 0.38 2.82
5 O 4.14 0.50 3.00
6 O 2.37 0.61 1.66
7 H 0.02 0.54 3.88
8 H 0.24 -1.07 3.71
9 H 2.36 -0.95 4.38
10 H 2.07 0.74 4.72
11 N 2.31 5.64 -4.04
12 C 1.98 4.40 -3.58
13 C 2.65 3.85 -2.47
14 C 2.31 2.59 -2.01
15 C 1.30 1.87 -2.64
16 C 0.63 2.40 -3.73
17 C 0.97 3.65 -4.20
18 S 0.93 0.28 -2.05
19 O -0.05 -0.33 -2.91
20 O 2.14 -0.43 -1.74
21 N 0.25 0.53 -0.56
22 C -1.03 0.91 -0.37
23 N -1.33 0.73 0.94
24 C -2.58 0.97 1.35
25 C -3.53 1.43 0.45
26 C -3.10 1.64 -0.86
27 N -1.87 1.39 -1.28
28 H 3.10 6.12 -3.66
29 H 1.91 5.99 -4.89
30 H 3.44 4.41 -1.99
31 H 2.85 2.16 -1.18
32 H -0.15 1.82 -4.21
33 H 0.45 4.06 -5.06
34 H -2.80 0.80 2.39
35 H -4.54 1.62 0.75
36 H -3.79 2.03 -1.60
37 C 2.02 3.69 1.46
38 S 0.57 2.88 2.15
39 C -0.72 3.92 1.45
40 H 2.24 4.60 2.00
41 H 1.84 3.91 0.41
42 H 2.86 3.00 1.54
43 H -0.66 3.92 0.36
44 H -0.63 4.94 1.82
45 H -1.69 3.53 1.76
46 O 0.48 -1.81 1.21
47 S 0.26 -2.61 -0.10
48 C -1.49 -2.54 -0.35
49 C -1.93 -2.45 -1.66
50 C -3.30 -2.39 -1.89
51 C -4.19 -2.41 -0.82
52 C -3.72 -2.49 0.48
53 C -2.36 -2.56 0.73
54 C 0.47 -4.30 0.43
55 C 0.55 -4.64 1.77
56 C 0.70 -5.98 2.10
57 C 0.76 -6.94 1.11
58 C 0.69 -6.58 -0.23
59 C 0.55 -5.25 -0.58
60 H -1.23 -2.38 -2.47
61 H -3.67 -2.31 -2.90
62 H -5.25 -2.37 -1.01
63 H -4.42 -2.52 1.31
64 H -1.98 -2.64 1.74
65 H 0.51 -3.88 2.53
66 H 0.77 -6.27 3.14
67 H 0.88 -7.98 1.37
68 H 0.75 -7.33 -1.00
69 H 0.51 -4.95 -1.62

Its total charge is +1. As for the multiplicity: 5. The HOMO energy (spin up / spin down) is -10.311 / -10.310 eV. For the relative energy (zero: lowest compared OMol25 entry of this formula, charge and spin), the calculation gives 0.0469 eV. For the lowest unoccupied orbital energy (spin up / spin down), the calculation gives -0.0959 / -0.1773 Ha. For the HOMO-LUMO gap (spin up / spin down), the calculation gives 0.28305 / 0.20155 hartree.


Density functional theory data (the ωB97M-V functional and the def2-TZVPD basis) for a single C6H9N5O2 molecule.

Geometry (Å):
1 C -1.57 1.48 -2.57
2 C -1.60 0.44 -1.47
3 N -0.22 0.04 -1.30
4 C 0.35 -0.28 -0.09
5 N -0.50 -0.58 0.96
6 C 0.03 -0.81 2.11
7 N -0.85 -1.09 3.08
8 N 1.34 -0.77 2.40
9 C 2.18 -0.72 1.33
10 O 3.36 -0.97 1.57
11 C 1.70 -0.35 0.02
12 N 2.67 -0.13 -0.96
13 O 2.35 0.25 -2.09
14 H -0.98 2.38 -2.29
15 H -2.59 1.79 -2.84
16 H -1.14 1.03 -3.47
17 H -1.95 0.91 -0.57
18 H -2.26 -0.36 -1.69
19 H 0.45 0.33 -1.97
20 H -1.77 -1.05 2.65
21 H -0.73 -0.55 3.93
22 H 1.72 -1.01 3.27

The HOMO energy is -8.425 eV. For the relative energy (zero: lowest compared OMol25 entry of this formula, charge and spin), the calculation gives 0.0169 eV. For the lowest unoccupied orbital energy, the calculation gives -0.0032 Ha. For the HOMO-LUMO gap, the calculation gives 0.30646 hartree. The structure (SMILES) is CCNc1nc(N)[nH]c(=O)c1N=O.


Density functional theory data (the ωB97M-V functional and the def2-TZVPD basis) for a molecular structure, C6H9B5BeF20N3Ni.

Geometry (Å):
1 Be -0.04 2.40 -2.95
2 Ni 0.92 -2.24 0.19
3 B -2.24 -3.10 -1.02
4 F -2.98 -3.15 0.17
5 F -2.71 -2.05 -1.82
6 F -0.90 -2.86 -0.68
7 F -2.35 -4.31 -1.73
8 B -2.50 1.23 -3.27
9 F -1.97 0.02 -3.63
10 F -2.02 1.74 -2.06
11 F -2.01 2.18 -4.24
12 F -3.88 1.06 -3.18
13 B 1.07 0.39 -1.06
14 F 1.78 1.02 -2.06
15 F 1.90 0.19 0.06
16 F 0.05 1.26 -0.60
17 F 0.50 -0.82 -1.41
18 B 2.42 -3.39 -1.57
19 F 1.61 -4.17 -0.75
20 F 3.54 -4.05 -2.03
21 F 1.62 -2.98 -2.65
22 F 2.76 -2.31 -0.75
23 B 1.89 -3.13 2.47
24 F 2.89 -4.07 2.68
25 F 2.26 -2.04 1.69
26 F 0.86 -3.63 1.67
27 F 1.42 -2.76 3.73
28 C -2.67 0.33 1.12
29 C -1.47 -0.47 1.27
30 N -0.53 -1.12 1.31
31 H -2.29 1.34 0.99
32 H -3.34 0.26 1.98
33 H -3.12 0.05 0.16
34 C 2.59 1.26 2.57
35 C 3.76 0.76 3.29
36 N 4.74 0.38 3.76
37 H 1.93 1.77 3.28
38 H 1.95 0.43 2.28
39 H 2.75 1.83 1.67
40 C -1.43 5.86 0.43
41 C -1.20 4.66 -0.34
42 N -1.02 3.72 -0.97
43 H -2.32 6.43 0.16
44 H -0.62 6.58 0.40
45 H -1.60 5.46 1.44

Its total charge is -1. As for the multiplicity: 3. The HOMO energy (spin up / spin down) is -8.253 / -8.253 eV. For the lowest unoccupied orbital energy (spin up / spin down), the calculation gives -0.1485 / -0.1485 Ha. For the HOMO-LUMO gap (spin up / spin down), the calculation gives 0.15485 / 0.15482 hartree.


Density functional theory data (the ωB97M-V functional and the def2-TZVPD basis) for a molecular structure, C17H24BN3O9Pb2.

Geometry (Å):
1 Pb -7.69 -2.88 -0.69
2 Pb -4.62 -5.82 -5.28
3 O 0.16 4.17 -5.25
4 C -0.98 4.31 -4.82
5 O -1.90 3.49 -4.86
6 B -3.11 3.98 -4.14
7 O -2.73 5.32 -3.68
8 C -1.49 5.58 -4.18
9 O -0.83 6.62 -3.98
10 O -3.54 3.14 -2.98
11 C -4.79 2.78 -3.14
12 O -5.44 2.03 -2.43
13 C -5.19 3.34 -4.51
14 O -4.23 3.97 -5.05
15 O -6.28 3.10 -5.05
16 C -1.95 -2.89 -0.98
17 O -3.07 -3.45 -1.57
18 H -2.12 -2.77 0.09
19 H -1.06 -3.50 -1.16
20 H -1.71 -1.89 -1.33
21 C 3.55 1.66 -1.28
22 C 3.59 3.10 -0.67
23 C 5.04 3.45 -0.28
24 C 5.62 2.72 0.83
25 N 6.14 2.15 1.70
26 H 2.57 1.38 -1.68
27 H 3.94 0.91 -0.60
28 H 4.22 1.54 -2.12
29 H 2.95 3.12 0.22
30 H 3.24 3.90 -1.31
31 H 5.12 4.52 -0.10
32 H 5.67 3.38 -1.17
33 C 3.78 -6.18 1.82
34 C 5.06 -6.50 1.09
35 C 4.70 -6.44 -0.42
36 C 3.89 -7.45 -1.11
37 N 3.30 -8.31 -1.61
38 H 3.99 -5.96 2.87
39 H 3.18 -7.10 1.82
40 H 3.34 -5.23 1.51
41 H 5.42 -7.52 1.26
42 H 5.90 -5.84 1.30
43 H 5.66 -6.42 -0.93
44 H 4.17 -5.53 -0.72
45 C -3.19 1.26 6.81
46 C -3.34 2.30 5.60
47 C -3.32 1.60 4.21
48 C -4.43 0.59 3.97
49 N -5.26 -0.21 3.83
50 H -3.25 1.76 7.77
51 H -2.20 0.82 6.81
52 H -3.88 0.42 6.82
53 H -2.47 2.96 5.67
54 H -4.22 2.94 5.65
55 H -2.35 1.21 3.92
56 H -3.57 2.36 3.47

Its total charge is +2. The HOMO energy is -12.895 eV. For the relative energy (zero: lowest compared OMol25 entry of this formula, charge and spin), the calculation gives 15.6261 eV. For the lowest unoccupied orbital energy, the calculation gives -0.4187 Ha. For the HOMO-LUMO gap, the calculation gives 0.05517 hartree.


Density functional theory data (the ωB97M-V functional and the def2-TZVPD basis) for a single C5HN molecule.

Geometry (Å):
1 C -3.16 -0.11 -0.08
2 C -1.96 -0.03 0.08
3 C -0.59 0.13 0.05
4 C 0.64 0.26 -0.05
5 C 2.05 -0.01 0.01
6 N 3.20 -0.17 -0.01
7 H -4.25 -0.23 0.01

The HOMO energy is -10.307 eV. For the relative energy (zero: lowest compared OMol25 entry of this formula, charge and spin), the calculation gives 0.2361 eV. For the lowest unoccupied orbital energy, the calculation gives -0.0229 Ha. For the HOMO-LUMO gap, the calculation gives 0.35584 hartree. The structure (SMILES) is C#CC#CC#N.